Entry 1:
64
Properties=species:S:1:pos:R:3 method="wB97M-V/def2-TZVPD" homo_energy_ev=-14.34 orbital_gap_ev=1.13 largest_force_ev_per_a=3.11 total_charge=+3 lumo_ha=-0.485
O -1.591 -3.866 -1.642
C 3.293 -1.997 4.928
C -5.646 -1.069 -3.530
H 1.785 3.278 1.816
H -4.837 -0.103 4.437
H 2.882 -1.308 6.920
C -4.510 0.153 3.430
H -7.364 -1.826 -3.966
H 8.871 -2.140 -0.651
H -3.151 1.597 2.455
F 0.744 -3.034 -3.203
C -4.896 -0.992 -4.879
Sn 3.415 -7.241 2.301
O 2.607 4.193 -0.519
H -2.373 0.391 3.576
H -5.529 -0.672 -5.707
H 4.318 -2.343 5.058
C 0.479 -2.235 -2.134
F -0.338 -1.178 -2.617
H 7.323 0.481 0.341
H -3.951 -0.469 -4.729
H 6.147 -1.598 -0.249
H 6.774 0.662 -1.398
H -4.707 -1.998 -5.256
H -1.935 3.388 -2.796
H 1.429 -1.480 6.061
O 8.034 -2.184 -0.183
C 2.528 2.761 -0.211
C 7.079 -1.379 -0.770
O 0.473 -4.297 -0.409
H -3.277 1.744 4.153
H 2.336 -2.934 6.761
H 1.735 4.474 -0.807
H -6.165 -0.126 -3.362
H -2.685 4.428 -3.968
H -2.830 4.514 -0.912
O -6.553 -2.075 -3.516
H 0.583 2.951 0.610
H 2.149 2.202 -1.066
H 1.349 1.655 1.373
C 7.406 0.130 -0.687
C 1.567 2.639 0.959
C -3.253 0.997 3.360
H -4.914 -1.290 -2.753
F 1.696 -1.734 -1.727
H -4.086 3.971 -2.032
H -1.489 6.216 -3.265
H -3.714 5.645 -1.842
Sn -5.260 -6.862 -3.172
H 3.411 -0.974 4.572
S -0.477 -3.273 -0.850
H 8.440 0.217 -1.020
O -1.173 5.460 -2.764
O -0.856 -2.324 0.228
C -3.251 4.661 -1.906
H 7.065 -1.800 -1.775
H 3.433 2.179 -0.033
C -2.201 4.426 -2.991
O -4.322 -1.057 2.706
H -3.418 -1.131 2.392
H 1.819 -2.233 3.735
C 2.380 -1.984 6.228
H -5.429 0.489 2.950
O 2.635 -2.694 3.943


Entry 2:
54
Properties=species:S:1:pos:R:3 method="wB97M-V/def2-TZVPD" homo_energy_ev=-9.32 orbital_gap_ev=9.63 largest_force_ev_per_a=8.54 smiles=CC(C)O.CC(C)O.CC(C)O.CC(C)O.CO lumo_ha=0.012
H -1.484 -0.068 1.238
H -0.225 4.446 -1.475
H 6.180 -0.638 -0.568
C -2.940 1.453 0.517
C 0.003 4.014 -0.551
C -2.457 0.271 1.404
H -2.166 2.358 0.725
H -0.501 6.882 -0.401
H 2.684 -3.056 -1.537
C -0.196 6.347 0.324
C 3.299 -2.250 -2.034
H 2.684 -1.428 -2.412
O 3.535 -0.675 -0.148
H -2.273 -3.372 2.063
H -2.299 -2.659 -1.232
H -2.641 1.249 -0.592
H 0.740 6.439 0.398
H -1.116 4.791 2.329
H -1.977 0.014 3.382
H 0.024 -1.978 -0.697
H 6.053 -1.489 -2.181
H -0.394 -3.554 1.930
H -1.395 -5.075 1.896
H 4.703 -2.475 -0.306
H 3.951 -2.635 -2.803
C -2.620 0.807 2.853
H -0.597 7.000 1.115
H -0.169 2.988 -0.506
H 2.589 -0.907 -0.131
O 0.562 -1.207 -0.436
H 0.752 0.928 -0.911
H -0.958 -4.727 -1.775
H 0.516 -0.144 -2.380
O -3.307 -0.767 1.170
C -1.741 -4.004 0.065
H -0.752 0.089 -1.342
C 4.234 -1.646 -0.949
C 5.540 -0.819 -1.553
C 0.423 -0.040 -1.254
C -0.650 -4.693 -0.693
H 0.981 4.182 -0.475
O -1.865 -2.650 -0.401
H -0.546 -5.768 -0.269
H -3.910 1.850 0.543
H -2.836 -1.359 0.551
C -0.697 4.846 0.461
H 5.249 0.154 -2.121
H -3.614 0.658 3.401
H -2.640 -4.502 -0.259
H 0.210 -4.093 -0.643
H -1.861 4.866 0.171
O -0.552 4.451 1.721
H -2.108 1.627 3.219
C -1.423 -4.012 1.545


Entry 3:
54
Properties=species:S:1:pos:R:3 method="wB97M-V/def2-TZVPD" homo_energy_ev=-8.67 orbital_gap_ev=8.63 largest_force_ev_per_a=12.87 lumo_ha=-0.001
O 11.347 -19.280 -16.777
O 11.814 -16.553 -11.943
C 14.036 -16.059 -11.687
C 10.637 -20.105 -14.683
H 15.526 -16.553 -13.145
C 12.884 -16.231 -14.346
H 12.945 -21.143 -17.086
H 12.618 -16.931 -11.580
H 15.013 -20.411 -14.705
H 13.323 -15.682 -12.419
H 12.901 -15.467 -9.922
H 13.151 -20.647 -15.482
O 13.704 -17.450 -11.411
H 14.204 -18.581 -16.429
C 11.042 -20.478 -16.075
C 15.389 -20.210 -13.702
C 13.871 -15.264 -10.377
H 11.947 -18.861 -16.156
H 13.744 -17.815 -12.352
O 12.532 -18.535 -14.751
H 14.019 -14.214 -10.628
H 13.533 -15.384 -14.567
H 12.391 -22.201 -15.811
H 12.577 -20.160 -11.702
H 15.924 -21.102 -13.376
H 10.138 -17.643 -12.788
H 9.784 -19.429 -14.734
H 16.162 -16.675 -11.532
H 11.860 -15.855 -14.351
H 11.406 -19.586 -14.111
C 14.354 -19.613 -12.751
H 15.984 -15.134 -12.274
H 14.878 -16.915 -16.519
H 12.289 -20.348 -13.377
C 15.483 -16.095 -12.157
H 12.174 -17.076 -16.202
H 16.063 -19.368 -13.859
H 14.187 -17.702 -10.620
C 12.433 -21.158 -16.124
C 11.204 -17.647 -12.561
C 12.898 -17.363 -15.439
H 14.620 -15.596 -9.658
H 13.188 -16.627 -13.378
H 14.869 -19.519 -11.795
H 10.305 -21.074 -16.613
H 10.515 -21.047 -14.149
H 13.021 -18.511 -13.925
C 13.073 -20.453 -12.628
H 14.974 -17.942 -15.146
H 11.475 -18.512 -11.955
C 14.288 -17.616 -15.929
H 13.478 -21.466 -12.609
O 13.999 -18.266 -13.161
H 11.703 -17.957 -13.479